Record 1
Here is 2 unconnected molecules or ions with the total composition C4H12S2 at a distorted geometry from OMol25. Energies are from wB97M-V/def2-TZVPD.

Last column: Mulliken charge in e.
CARTESIAN COORDINATES (ANGSTROEM)
C1 -1.647 -1.715 2.025  -0.764
S1 -1.646 0.077 1.621  -0.084
C2 -2.064 -0.084 -0.144  -0.830
H1 -2.350 -2.209 1.360  0.268
H2 -0.612 -2.005 1.793  0.240
H3 -1.834 -1.971 3.070  0.321
H4 -3.106 0.099 -0.357  0.344
H5 -1.733 -1.061 -0.556  0.287
H6 -1.357 0.496 -0.723  0.248
C3 1.594 -0.441 -2.358  -0.840
S2 2.339 0.799 -1.292  -0.103
C4 1.059 0.859 -0.036  -0.600
H7 1.356 -1.388 -1.869  0.268
H8 0.739 -0.019 -2.923  0.275
H9 2.223 -0.636 -3.222  0.328
H10 0.335 1.633 -0.266  0.324
H11 1.472 1.218 0.917  0.362
H12 0.750 -0.147 0.227  -0.045

The orbital gap is 9.32 eV. Its net charge is 0. The calculation puts the lowest unoccupied orbital energy at 0.03196 hartree. The SMILES is CSC.CSC. The highest occupied orbital energy is -0.3106 hartree.

---

Record 2
Here is a molecular structure, C13H24LiNO12S3 at a distorted geometry from OMol25. Energies are from wB97M-V/def2-TZVPD.

Last column: Mulliken charge in e.
CARTESIAN COORDINATES (ANGSTROEM)
Li1 -15.555 -6.651 5.399  0.863
N1 -18.016 -7.126 6.797  1.100
O1 -17.738 -5.983 7.208  -0.614
O2 -17.212 -7.725 6.037  -0.707
O3 -19.148 -7.588 6.926  -0.690
C1 -13.462 -6.421 4.764  0.732
O4 -12.248 -6.535 4.555  -0.732
O5 -13.858 -5.818 5.798  -0.911
O6 -14.391 -7.028 3.965  -1.176
C2 -13.889 -6.468 0.282  -0.739
C3 -12.951 -5.528 1.127  -0.398
C4 -13.894 -4.568 1.945  -0.446
S1 -15.444 -4.771 1.214  1.060
O7 -15.354 -4.135 -0.109  -0.707
O8 -16.644 -4.521 1.959  -0.710
C5 -15.175 -6.526 1.004  -0.196
H1 -13.307 -7.417 0.367  0.371
H2 -13.950 -6.074 -0.760  0.331
H3 -12.261 -4.933 0.543  0.359
H4 -12.373 -6.186 1.806  0.105
H5 -13.607 -3.569 1.808  0.672
H6 -13.995 -4.773 3.029  -0.026
H7 -16.014 -6.967 0.474  0.491
H8 -15.159 -6.854 2.107  -0.052
C6 -12.764 -9.529 4.337  -0.019
C7 -13.120 -9.549 5.844  0.532
C8 -11.918 -9.853 6.777  -0.773
S2 -10.627 -10.476 5.653  1.070
O9 -10.889 -11.870 5.499  -0.689
O10 -9.275 -10.052 6.031  -0.720
C9 -11.163 -9.572 4.240  -0.739
H9 -13.136 -8.608 3.885  -0.311
H10 -13.231 -10.411 3.857  0.425
H11 -13.924 -10.269 6.042  0.416
H12 -13.478 -8.614 6.175  -0.684
H13 -12.045 -10.592 7.603  0.442
H14 -11.551 -8.910 7.210  0.324
H15 -10.849 -9.936 3.250  0.450
H16 -10.870 -8.517 4.236  0.325
C10 -15.254 -6.898 9.894  -0.724
C11 -14.587 -6.663 8.515  0.256
C12 -14.614 -5.100 8.255  -0.787
S3 -15.058 -4.351 9.778  1.184
O11 -15.801 -3.159 9.674  -0.723
O12 -13.858 -4.388 10.573  -0.705
C13 -16.134 -5.696 10.285  -0.733
H17 -14.469 -7.189 10.660  0.267
H18 -16.022 -7.748 9.898  0.307
H19 -15.104 -7.197 7.758  -0.005
H20 -13.561 -7.061 8.582  0.073
H21 -15.348 -4.786 7.500  0.318
H22 -13.621 -4.683 7.993  0.487
H23 -17.055 -5.596 9.702  0.311
H24 -16.453 -5.663 11.316  0.443

The orbital gap is 6.92 eV. Its net charge is -2. The calculation puts the lowest unoccupied orbital energy at 0.16410 hartree. The highest occupied orbital energy is -0.0901 hartree.

---

Record 3
Here is a molecular structure, C4H4ClN at a distorted geometry from OMol25. Energies are from wB97M-V/def2-TZVPD.

Last column: Mulliken charge in e.
CARTESIAN COORDINATES (ANGSTROEM)
C1 0.564 -0.311 0.151  0.734
C2 0.507 0.879 0.941  -0.403
C3 0.784 2.152 0.422  -0.611
C4 -0.463 -1.090 0.802  -0.122
H1 1.574 -0.916 0.352  0.245
H2 -0.119 0.736 2.135  0.218
H3 0.794 2.465 -0.681  0.227
H4 0.637 3.039 1.056  0.260
N1 -1.491 -1.544 1.092  -0.412
Cl1 -0.047 -0.253 -1.435  -0.137

The orbital gap is 10.58 eV. Its net charge is 0. The calculation puts the lowest unoccupied orbital energy at 0.00992 hartree. The highest occupied orbital energy is -0.3788 hartree.

---

Record 4
Here is a single C3H3OP molecule at a distorted geometry from OMol25. Energies are from wB97M-V/def2-TZVPD.

Last column: Mulliken charge in e.
CARTESIAN COORDINATES (ANGSTROEM)
C1 -0.518 -0.078 -1.097  -0.432
C2 0.155 0.785 0.865  0.326
C3 0.486 -0.382 -0.080  -0.331
O1 0.490 1.081 1.974  -0.474
P1 -1.482 1.176 0.011  0.032
H1 -0.892 -0.744 -1.759  0.388
H2 0.251 -1.310 0.513  0.197
H3 1.511 -0.528 -0.427  0.292

The orbital gap (spin up / spin down) is 7.91 / 7.78 eV. Its net charge is 0. The calculation puts the lowest unoccupied orbital energy (spin up / spin down) at -0.04066 / -0.04587 hartree. The SMILES is O=C1CC=P1. The highest occupied orbital energy (spin up / spin down) is -0.3315 / -0.3317 hartree.

---

- Which formula does entry 2 have?
  C13H24LiNO12S3

---

- net charge of number 1 (C4H12S2)?
  0

---

- Look up the net charge of the second one.
  -2

---

- Which value of net charge does entry 2 give?
  -2